{"formula": "H3O4PSi", "method": "the ωB97M-V functional and the def2-TZVPD basis", "charge": -2, "homo_ev": -0.93, "lumo_ev": 7.075, "gap_ev": 8.008, "de_lowest_kcal_mol": 14.42, "elements": ["O", "O", "O", "O", "Si", "P", "H", "H", "H"], "xyz": [[-1.394, 2.364, 0.072], [-1.267, 0.408, 1.787], [-3.111, 0.407, -0.068], [0.239, -0.338, -1.407], [1.475, -0.732, -0.528], [-1.859, 1.037, 0.556], [1.803, -2.571, -0.485], [2.827, -0.234, -0.884], [1.285, -0.342, 0.958]]}


{"formula": "C31H45ClN5O3RuS4", "method": "the ωB97M-V functional and the def2-TZVPD basis", "s_squared": 6.03, "charge": 3, "spin_multiplicity": 5, "homo_ev": [-14.43, -14.43], "lumo_ev": [-8.725, -10.859], "gap_ev": [5.708, 3.574], "de_lowest_kcal_mol": 0.00, "elements": ["Ru", "C", "C", "S", "C", "C", "S", "C", "C", "S", "H", "H", "H", "H", "H", "H", "H", "H", "H", "H", "H", "H", "C", "C", "C", "C", "C", "O", "C", "C", "C", "C", "C", "C", "Cl", "C", "C", "C", "N", "C", "N", "C", "N", "H", "H", "H", "H", "H", "H", "H", "H", "H", "H", "H", "H", "H", "H", "H", "H", "H", "H", "H", "H", "H", "H", "C", "C", "C", "C", "N", "C", "S", "N", "H", "H", "H", "H", "H", "O", "C", "C", "C", "C", "O", "H", "H", "H", "H", "H", "H"], "xyz": [[0.751, -2.161, -0.302], [6.379, 1.815, -1.491], [7.105, 0.685, -0.821], [6.175, -0.824, -1.120], [4.919, -1.055, 0.193], [3.754, -0.080, 0.402], [2.319, -0.195, -0.711], [3.046, -0.188, -2.398], [3.640, 1.188, -2.695], [5.481, 1.076, -2.984], [7.044, 2.555, -1.953], [5.621, 2.291, -0.890], [7.419, 0.807, 0.207], [8.042, 0.454, -1.428], [5.515, -1.047, 1.122], [4.566, -2.073, 0.068], [4.105, 0.979, 0.363], [3.384, -0.220, 1.416], [2.252, -0.505, -3.004], [3.805, -0.997, -2.443], [3.482, 1.918, -1.886], [3.294, 1.571, -3.623], [-3.013, 2.306, -2.008], [-4.024, 2.707, -0.955], [-5.401, 2.729, -1.686], [-3.743, 4.131, -0.494], [-4.049, 1.711, 0.211], [-5.192, 2.049, 0.996], [-2.890, 1.790, 1.241], [-1.395, 1.701, 0.890], [-0.634, 2.899, 1.405], [-0.413, 3.070, 2.793], [0.281, 4.210, 3.267], [0.631, 5.202, 2.337], [1.125, 6.742, 2.906], [0.382, 5.070, 0.959], [-0.174, 3.882, 0.491], [-4.278, 0.249, -0.251], [-3.124, -0.485, -0.668], [-2.186, -1.075, 0.065], [-1.259, -1.629, -0.749], [-1.675, -1.300, -1.978], [-2.829, -0.675, -1.963], [-3.006, 3.156, -2.695], [-3.396, 1.474, -2.620], [-1.980, 2.127, -1.684], [-5.121, 3.186, -2.650], [-6.087, 3.368, -1.170], [-5.865, 1.750, -1.947], [-3.832, 4.797, -1.369], [-2.798, 4.186, -0.011], [-4.495, 4.429, 0.241], [-5.982, 2.074, 0.427], [-3.153, 1.131, 2.070], [-3.048, 2.779, 1.712], [-1.301, 1.624, -0.186], [-0.940, 0.875, 1.380], [-0.720, 2.358, 3.551], [0.531, 4.392, 4.300], [0.700, 5.849, 0.318], [-0.343, 3.765, -0.582], [-4.975, 0.240, -1.107], [-4.708, -0.259, 0.594], [-2.176, -1.140, 1.136], [-1.133, -1.584, -2.852], [-0.962, -6.558, 0.766], [-0.682, -6.142, -0.631], [-1.130, -6.821, -1.752], [-0.832, -6.360, -3.032], [-0.148, -5.235, -3.216], [0.301, -4.620, -2.168], [1.267, -3.143, -2.289], [-0.017, -5.009, -0.883], [-1.835, -7.203, 0.805], [-1.172, -5.701, 1.333], [-0.082, -7.038, 1.198], [-1.738, -7.687, -1.598], [-1.113, -6.864, -3.980], [1.002, -4.554, 1.145], [0.545, -4.088, 0.136], [1.837, -2.620, 3.424], [1.096, -1.488, 2.874], [0.718, -0.355, 3.796], [0.657, -1.445, 1.734], [2.804, -2.312, 3.799], [1.974, -3.461, 2.752], [1.264, -3.030, 4.282], [-0.371, -0.266, 3.691], [1.103, 0.601, 3.319], [1.099, -0.452, 4.811]]}


{"formula": "C7H9ClO", "method": "the ωB97M-V functional and the def2-TZVPD basis", "smiles": "C#C[C@](O)(/C=C\\Cl)CC", "homo_ev": -9.85, "lumo_ev": 0.758, "gap_ev": 10.606, "de_lowest_kcal_mol": 175.83, "elements": ["C", "C", "C", "O", "C", "C", "Cl", "C", "C", "H", "H", "H", "H", "H", "H", "H", "H", "H"], "xyz": [[2.885, -1.133, 0.107], [1.711, -0.701, 0.163], [0.272, -0.276, 0.211], [0.020, 0.066, 1.506], [-0.539, -1.572, -0.222], [-1.818, -1.573, -0.221], [-2.943, -0.327, 0.282], [0.117, 0.976, -0.774], [-0.309, 2.203, -0.003], [3.963, -1.228, 0.202], [0.023, -0.492, 2.043], [-0.046, -2.315, -0.653], [-2.222, -2.667, -0.582], [0.793, 1.148, -1.247], [-0.639, 0.541, -1.482], [-0.361, 2.969, -0.680], [-1.178, 1.882, 0.427], [0.271, 2.500, 0.924]]}


{"formula": "C17H13BrN4ReS", "method": "the ωB97M-V functional and the def2-TZVPD basis", "s_squared": 0.80, "charge": 2, "spin_multiplicity": 2, "homo_ev": [-14.34, -14.58], "lumo_ev": [-9.041, -8.941], "gap_ev": [5.297, 5.636], "de_lowest_kcal_mol": 30.84, "elements": ["Re", "N", "C", "S", "N", "N", "C", "C", "C", "C", "C", "C", "N", "H", "H", "H", "H", "H", "H", "H", "Br", "C", "C", "C", "C", "C", "C", "C", "C", "C", "C", "H", "H", "H", "H", "H", "H"], "xyz": [[0.866, -1.131, 0.607], [3.837, -0.968, 3.909], [3.083, -0.930, 2.829], [1.403, -1.486, 2.898], [3.595, -0.515, 1.696], [2.833, -0.448, 0.635], [3.380, -0.174, -0.520], [2.508, -0.069, -1.651], [2.932, 0.385, -2.901], [1.991, 0.594, -3.896], [0.659, 0.308, -3.622], [0.321, -0.218, -2.384], [1.211, -0.399, -1.412], [3.488, -1.272, 4.805], [4.806, -0.689, 3.831], [4.450, -0.025, -0.605], [3.976, 0.588, -3.075], [2.290, 0.976, -4.861], [-0.106, 0.473, -4.363], [-0.703, -0.487, -2.168], [-1.030, -2.829, 0.562], [-2.467, -1.528, 0.588], [-3.769, -1.960, 0.567], [-4.791, -1.007, 0.552], [-4.486, 0.332, 0.543], [-3.149, 0.783, 0.577], [-2.830, 2.158, 0.586], [-1.521, 2.575, 0.654], [-0.482, 1.637, 0.713], [-0.732, 0.278, 0.676], [-2.082, -0.171, 0.614], [-4.008, -3.012, 0.555], [-5.815, -1.339, 0.538], [-5.282, 1.060, 0.512], [-3.632, 2.882, 0.553], [-1.285, 3.629, 0.674], [0.538, 1.998, 0.787]]}


{"formula": "C41H36AsClMoN5OS", "method": "the ωB97M-V functional and the def2-TZVPD basis", "charge": 3, "homo_ev": [-15.33, -15.33], "lumo_ev": [-9.756, -9.752], "gap_ev": [5.575, 5.579], "de_lowest_kcal_mol": 0.00, "elements": ["Mo", "Cl", "C", "C", "C", "C", "O", "C", "C", "N", "C", "C", "C", "C", "C", "C", "C", "C", "N", "C", "C", "H", "H", "H", "H", "H", "H", "H", "H", "H", "H", "C", "C", "C", "N", "H", "H", "H", "H", "H", "C", "C", "C", "C", "C", "C", "As", "C", "C", "C", "C", "C", "C", "C", "C", "C", "C", "C", "C", "H", "H", "H", "H", "H", "H", "H", "H", "H", "H", "H", "H", "H", "S", "C", "N", "C", "C", "C", "N", "H", "H", "H", "H", "H", "H", "H", "H"], "xyz": [[-0.307, 0.294, -0.204], [6.963, -0.153, 0.101], [5.284, -0.148, -0.228], [4.830, -0.254, -1.543], [3.471, -0.254, -1.814], [2.582, -0.133, -0.770], [1.224, -0.111, -1.041], [3.002, -0.035, 0.562], [2.096, 0.018, 1.693], [0.809, 0.007, 1.631], [0.012, -0.016, 2.825], [0.475, -0.206, 4.101], [-0.420, -0.249, 5.190], [-1.767, -0.130, 4.995], [-2.277, 0.037, 3.685], [-3.656, 0.107, 3.396], [-4.080, 0.220, 2.098], [-3.125, 0.273, 1.082], [-1.822, 0.228, 1.320], [-1.376, 0.101, 2.608], [4.376, -0.043, 0.816], [5.544, -0.341, -2.350], [3.103, -0.345, -2.827], [2.571, 0.036, 2.670], [1.528, -0.346, 4.305], [-0.024, -0.392, 6.185], [-2.455, -0.178, 5.828], [-4.371, 0.056, 4.207], [-5.129, 0.259, 1.846], [-3.428, 0.346, 0.043], [4.736, 0.031, 1.833], [-1.633, -0.289, -5.280], [-2.291, 0.823, -4.444], [-1.893, 0.722, -3.046], [-1.533, 0.617, -1.957], [-1.881, -0.121, -6.325], [-2.003, -1.267, -4.980], [-0.549, -0.270, -5.176], [-3.380, 0.754, -4.481], [-2.008, 1.816, -4.801], [-3.043, -4.359, 3.263], [-1.793, -3.773, 3.419], [-1.188, -3.142, 2.343], [-1.831, -3.110, 1.106], [-3.077, -3.702, 0.946], [-3.680, -4.326, 2.031], [-0.931, -2.254, -0.367], [-1.810, -2.866, -1.955], [-3.067, -2.519, -2.426], [-3.542, -3.130, -3.584], [-2.748, -4.061, -4.257], [-1.489, -4.393, -3.785], [-1.007, -3.799, -2.622], [0.309, -4.076, -1.987], [1.267, -4.967, -2.461], [2.456, -5.129, -1.769], [2.705, -4.408, -0.600], [1.752, -3.514, -0.114], [0.567, -3.366, -0.810], [-3.512, -4.860, 4.098], [-1.284, -3.825, 4.371], [-0.198, -2.711, 2.465], [-3.573, -3.704, -0.017], [-4.644, -4.800, 1.907], [-3.692, -1.815, -1.887], [-4.532, -2.897, -3.954], [-3.123, -4.539, -5.151], [-0.897, -5.126, -4.316], [1.091, -5.540, -3.362], [3.194, -5.827, -2.137], [3.633, -4.553, -0.066], [1.938, -2.968, 0.804], [0.220, 2.582, 0.400], [-0.740, 3.932, -0.183], [-1.700, 3.817, -1.085], [-2.487, 4.965, -1.568], [-1.646, 6.226, -1.457], [-1.117, 6.363, -0.041], [-0.465, 5.104, 0.353], [-1.816, 2.914, -1.513], [-3.399, 5.048, -0.975], [-2.769, 4.763, -2.599], [-2.252, 7.096, -1.707], [-0.816, 6.184, -2.165], [-1.919, 6.581, 0.666], [-0.374, 7.155, 0.033], [0.259, 5.131, 1.056]]}


{"formula": "C5H9NO", "method": "the ωB97M-V functional and the def2-TZVPD basis", "smiles": "C=C(CC)/N=C\\O", "homo_ev": -8.50, "lumo_ev": 0.528, "gap_ev": 9.027, "de_lowest_kcal_mol": 42.88, "elements": ["C", "C", "C", "C", "N", "C", "O", "H", "H", "H", "H", "H", "H", "H", "H", "H"], "xyz": [[1.411, -1.556, -0.253], [0.533, -0.774, 0.363], [0.755, 0.810, 0.453], [0.551, 1.492, -0.892], [-0.580, -1.277, 0.994], [-1.773, -0.940, 0.796], [-2.169, 0.016, -0.084], [1.202, -2.595, -0.446], [2.328, -1.159, -0.652], [0.107, 1.243, 1.216], [1.783, 0.937, 0.793], [0.789, 2.553, -0.821], [1.197, 1.048, -1.646], [-0.479, 1.387, -1.225], [-2.533, -1.338, 1.464], [-3.122, 0.154, -0.059]]}


{"formula": "C16H19N2O5", "method": "the ωB97M-V functional and the def2-TZVPD basis", "charge": 1, "homo_ev": -12.30, "lumo_ev": -4.070, "gap_ev": 8.234, "elements": ["N", "C", "C", "N", "C", "C", "O", "H", "H", "H", "H", "H", "H", "H", "H", "H", "H", "H", "C", "C", "C", "O", "C", "C", "C", "O", "H", "H", "H", "H", "C", "C", "C", "O", "C", "C", "C", "O", "H", "H", "H", "H"], "xyz": [[0.833, -0.858, 2.853], [0.560, -0.872, 1.415], [0.575, -2.319, 0.862], [-0.153, -2.264, -0.457], [0.212, -0.996, -1.206], [1.550, -0.416, -0.654], [1.526, -0.117, 0.726], [0.078, -1.416, 3.247], [0.573, 0.090, 3.120], [-0.446, -0.415, 1.286], [0.092, -3.023, 1.554], [1.585, -2.711, 0.698], [-1.144, -2.283, -0.233], [0.117, -3.077, -1.006], [0.274, -1.160, -2.295], [-0.595, -0.289, -0.970], [2.324, -1.183, -0.851], [1.806, 0.443, -1.283], [0.072, 3.404, 4.592], [0.557, 3.907, 5.726], [0.140, 3.371, 7.042], [0.578, 3.828, 8.074], [-0.834, 2.256, 7.050], [-1.319, 1.754, 5.915], [-0.901, 2.290, 4.601], [-1.342, 1.829, 3.562], [0.363, 3.783, 3.621], [1.270, 4.721, 5.740], [-1.127, 1.877, 8.021], [-2.032, 0.940, 5.901], [0.785, -1.595, -6.052], [0.160, -1.968, -7.168], [-1.107, -1.326, -7.589], [-1.677, -1.665, -8.600], [-1.651, -0.254, -6.723], [-1.025, 0.118, -5.608], [0.239, -0.525, -5.190], [0.814, -0.183, -4.168], [1.711, -2.052, -5.728], [0.543, -2.748, -7.813], [-2.577, 0.205, -7.048], [-1.407, 0.899, -4.963]]}


{"formula": "C12H30BaClN3O11", "method": "the ωB97M-V functional and the def2-TZVPD basis", "homo_ev": -8.42, "lumo_ev": -0.280, "gap_ev": 8.140, "de_lowest_kcal_mol": 38.35, "elements": ["Ba", "Cl", "O", "O", "O", "O", "N", "O", "O", "O", "C", "O", "C", "C", "N", "C", "C", "O", "C", "H", "H", "H", "H", "H", "H", "H", "H", "H", "H", "H", "H", "H", "H", "H", "C", "O", "C", "C", "N", "C", "C", "O", "C", "H", "H", "H", "H", "H", "H", "H", "H", "H", "H", "H", "H", "H", "H", "H"], "xyz": [[0.189, 0.029, 0.164], [-1.904, 3.380, 0.796], [-2.407, 2.806, -0.447], [-0.992, 2.405, 1.258], [-1.178, 4.592, 0.539], [-2.992, 3.501, 1.796], [4.010, -0.528, -0.739], [2.906, -0.211, -0.225], [4.145, -0.928, -1.934], [4.956, -0.392, -0.046], [1.395, 3.362, -1.579], [0.757, 2.118, -1.797], [0.920, 1.558, -3.127], [-0.296, 0.672, -3.380], [-0.252, -0.594, -2.512], [-1.467, -1.422, -2.730], [-2.821, -0.944, -2.116], [-2.694, -0.734, -0.680], [-3.896, -0.263, -0.117], [1.162, 4.205, -2.230], [2.447, 3.186, -1.800], [1.332, 3.788, -0.578], [1.855, 0.999, -3.167], [0.786, 2.369, -3.843], [-0.207, 0.575, -4.462], [-1.206, 1.246, -3.200], [0.584, -1.137, -2.671], [-1.222, -2.349, -2.211], [-1.431, -1.588, -3.806], [-3.623, -1.663, -2.283], [-3.101, 0.007, -2.568], [-4.400, 0.534, -0.663], [-3.501, 0.160, 0.807], [-4.651, -1.001, 0.153], [2.084, 2.125, 2.399], [1.452, 0.834, 2.341], [1.009, 0.358, 3.606], [0.509, -1.122, 3.493], [-0.512, -1.021, 2.529], [-0.966, -2.348, 2.094], [0.030, -3.193, 1.364], [0.462, -2.507, 0.132], [1.538, -3.192, -0.502], [2.368, 2.428, 1.392], [2.954, 2.194, 3.052], [1.439, 2.864, 2.875], [0.257, 1.006, 4.057], [1.748, 0.346, 4.406], [0.067, -1.452, 4.434], [1.434, -1.627, 3.219], [-1.375, -0.610, 2.856], [-1.853, -2.349, 1.461], [-1.514, -2.836, 2.900], [-0.477, -4.134, 1.151], [0.768, -3.456, 2.121], [1.696, -2.706, -1.465], [1.235, -4.232, -0.620], [2.441, -3.109, 0.103]]}


What did the third record say?
{"formula": "C7H9ClO", "method": "the ωB97M-V functional and the def2-TZVPD basis", "smiles": "C#C[C@](O)(/C=C\\Cl)CC", "homo_ev": -9.85, "lumo_ev": 0.758, "gap_ev": 10.606, "de_lowest_kcal_mol": 175.83, "elements": ["C", "C", "C", "O", "C", "C", "Cl", "C", "C", "H", "H", "H", "H", "H", "H", "H", "H", "H"], "xyz": [[2.885, -1.133, 0.107], [1.711, -0.701, 0.163], [0.272, -0.276, 0.211], [0.020, 0.066, 1.506], [-0.539, -1.572, -0.222], [-1.818, -1.573, -0.221], [-2.943, -0.327, 0.282], [0.117, 0.976, -0.774], [-0.309, 2.203, -0.003], [3.963, -1.228, 0.202], [0.023, -0.492, 2.043], [-0.046, -2.315, -0.653], [-2.222, -2.667, -0.582], [0.793, 1.148, -1.247], [-0.639, 0.541, -1.482], [-0.361, 2.969, -0.680], [-1.178, 1.882, 0.427], [0.271, 2.500, 0.924]]}